(1)
{"formula": "C34H30Cl2N9O6STi", "method": "the ωB97M-V functional and the def2-TZVPD basis", "e_lumo_ev": [-0.07, -0.95], "multiplicity": 2, "e_homo_ev": [-6.7, -7.3], "gap_ev": [6.66, 6.34], "symbols": ["H", "O", "O", "H", "H", "H", "H", "H", "N", "C", "N", "H", "C", "N", "H", "Ti", "C", "C", "H", "C", "C", "C", "N", "C", "H", "N", "H", "N", "H", "S", "Cl", "C", "H", "C", "H", "H", "H", "H", "C", "C", "C", "C", "H", "N", "H", "C", "H", "C", "C", "C", "H", "C", "C", "C", "N", "C", "H", "O", "O", "C", "C", "C", "H", "C", "H", "C", "C", "C", "C", "C", "O", "C", "H", "H", "H", "H", "O", "Cl", "N", "H", "C", "H", "C"], "coordinates": [[0.499, -3.787, 1.452], [-1.175, 1.898, -2.044], [-1.806, 0.225, 2.021], [2.345, -3.424, 3.803], [-4.339, -1.424, 1.746], [-2.565, 1.103, -1.313], [-4.841, 0.884, -2.034], [3.562, 3.797, 4.092], [0.569, -2.193, -0.692], [2.912, -0.480, 1.383], [0.023, 1.749, -1.646], [-0.980, -4.466, 3.599], [0.050, 2.806, 2.752], [-0.285, -2.169, 0.346], [-6.112, -0.629, -3.176], [-1.688, -0.837, 0.189], [2.503, -2.237, -4.480], [-0.013, -1.622, -1.739], [0.934, 1.550, -4.149], [-1.275, 2.655, 2.035], [3.150, 3.961, -3.298], [1.962, -2.163, -3.196], [0.411, 1.040, -0.676], [3.760, -1.574, 1.350], [3.292, 4.887, -1.368], [-2.441, -2.198, 1.555], [-0.078, 0.292, 2.348], [-3.227, 0.493, -0.780], [2.146, -2.578, -1.356], [-3.846, -2.409, -1.088], [0.286, -1.494, 4.190], [-3.617, -2.116, 2.174], [-4.901, -2.756, 3.755], [1.111, 1.884, 2.731], [4.239, -3.472, 2.206], [1.675, 5.401, 4.243], [-5.856, -2.311, -2.929], [-1.935, 3.457, 2.377], [2.496, 3.024, -4.080], [1.638, -1.534, 3.107], [-3.934, -2.853, 3.294], [2.501, -2.613, 3.110], [4.567, -1.603, 0.636], [-4.299, 0.138, -1.604], [-3.197, -4.304, 4.712], [-0.297, -3.062, 1.318], [-0.003, -0.844, -6.266], [0.289, 4.056, 3.317], [1.080, 2.502, -2.240], [1.823, -0.429, 2.263], [-0.990, -0.710, -3.992], [-2.974, -3.723, 3.830], [1.528, 4.419, 3.815], [-1.492, -3.040, 2.071], [-5.703, -1.366, -2.627], [2.772, 4.166, -1.981], [3.974, 4.521, -3.711], [-1.224, -1.184, -1.636], [-0.537, 0.494, 0.040], [-2.200, 1.430, 1.917], [2.578, 3.522, 3.737], [0.676, -1.614, -3.027], [-0.517, 4.778, 3.356], [1.738, 3.426, -1.438], [2.813, 2.845, -5.096], [1.802, -1.774, -5.574], [-0.006, -1.130, -4.147], [3.563, -2.632, 2.221], [-4.641, -1.143, -1.819], [1.446, 2.292, -3.558], [2.688, -2.637, -2.175], [2.367, 2.266, 3.207], [3.178, 1.554, 3.172], [2.231, -1.859, -6.562], [-1.072, 2.872, 0.974], [3.480, -2.681, -4.597], [-3.367, 1.706, 1.589], [3.197, 0.838, 0.311], [0.897, 0.598, 2.284], [-3.557, 1.015, 0.064], [-1.753, -3.820, 3.217], [1.444, 3.558, -0.407], [0.544, -1.207, -5.408]], "lowdin_charge": [0.138, -0.034, -0.133, 0.105, 0.116, 0.076, 0.163, 0.101, 0.099, -0.580, -0.219, 0.114, -0.138, -0.110, 0.102, 0.998, -0.010, -0.388, 0.108, -0.023, -0.078, -0.260, 0.070, -0.104, 0.109, -0.068, 0.068, -0.014, 0.064, 0.771, 0.806, -0.143, 0.105, -0.204, 0.106, 0.095, 0.090, 0.120, -0.066, -0.569, -0.037, -0.119, 0.106, -0.035, 0.110, -0.054, 0.099, -0.057, -0.185, -0.311, 0.118, -0.055, -0.107, -0.278, 0.086, -0.068, 0.103, -0.181, -0.276, -0.583, -0.093, -0.073, 0.109, -0.028, 0.106, -0.080, -0.034, -0.080, -0.843, 0.008, 0.062, -0.040, 0.101, 0.103, 0.129, 0.116, -0.002, 0.786, 0.053, 0.076, -0.047, 0.116, -0.101]}

---

(2)
{"formula": "C4H8O2", "method": "the ωB97M-V functional and the def2-TZVPD basis", "smiles": "O[C@@H]1CC[C@@H]1O", "e_lumo_ev": 0.92, "e_homo_ev": -9.8, "gap_ev": 10.71, "symbols": ["H", "H", "C", "H", "H", "C", "C", "O", "H", "H", "O", "C", "H", "H"], "coordinates": [[-1.507, 1.166, 0.669], [-1.097, 0.154, -1.709], [0.266, -1.029, -0.260], [-0.025, 1.975, 0.240], [0.863, -1.439, -1.086], [0.433, 1.111, -0.301], [1.081, 0.003, 0.567], [-1.694, 0.292, 0.280], [0.718, 0.015, 1.599], [2.173, -0.064, 0.574], [-0.366, -2.074, 0.404], [-0.668, 0.133, -0.698], [-1.135, -1.645, 0.814], [1.063, 1.409, -1.143]], "lowdin_charge": [0.090, 0.146, -0.339, 0.116, 0.154, -0.123, -0.099, -0.042, 0.115, 0.105, -0.011, -0.315, 0.088, 0.115]}

---

(3)
{"formula": "C6H11NO", "method": "the ωB97M-V functional and the def2-TZVPD basis", "e_lumo_ev": [0.14, 0.14], "e_homo_ev": [-6.2, -6.2], "gap_ev": [6.35, 6.35], "symbols": ["H", "H", "H", "H", "C", "H", "H", "H", "C", "O", "N", "C", "C", "C", "H", "H", "C", "H", "H"], "coordinates": [[1.625, 1.254, -0.633], [1.723, -0.569, 0.917], [-0.521, 1.232, 1.964], [0.733, 0.294, 2.932], [0.664, -0.426, -1.554], [-1.296, 1.176, -0.602], [-2.158, -0.829, 0.068], [-0.326, 2.091, -1.775], [0.382, 0.637, 1.969], [-0.058, -0.389, -2.514], [0.741, 0.740, -0.561], [0.747, -0.089, 0.845], [-0.161, -1.532, 0.289], [-1.488, -1.670, 0.205], [1.549, -1.064, -1.423], [-0.259, 2.518, -0.043], [-0.364, 1.708, -0.758], [-1.966, -2.643, 0.269], [0.433, -2.438, 0.406]], "lowdin_charge": [0.166, 0.106, 0.011, 0.017, -0.276, 0.090, 0.050, 0.096, -0.107, 0.087, -0.073, -0.338, -0.143, -0.030, 0.145, 0.091, -0.019, 0.050, 0.078]}

---

(4)
{"formula": "C17H24N2O3S", "method": "the ωB97M-V functional and the def2-TZVPD basis", "smiles": "Cc1ccc(S(=O)(=O)N2CCC(C(=O)NCC3CC3)CC2)cc1", "e_lumo_ev": 0.63, "e_homo_ev": -9.2, "gap_ev": 9.79, "symbols": ["C", "C", "C", "C", "C", "H", "C", "C", "C", "C", "H", "H", "H", "C", "C", "H", "H", "H", "C", "H", "H", "H", "H", "C", "C", "H", "N", "H", "H", "H", "O", "H", "O", "H", "H", "H", "C", "O", "S", "H", "C", "H", "H", "H", "C", "N", "H"], "coordinates": [[-0.297, 0.287, -0.609], [-0.270, 5.403, -3.875], [2.355, -5.232, 1.995], [-1.930, 3.639, -2.928], [-1.682, 2.367, -0.836], [0.685, 1.218, 2.444], [-0.209, 0.607, 2.271], [-1.226, 1.373, 1.428], [1.316, -3.267, 2.932], [1.446, -5.194, 0.944], [0.438, 6.142, -3.531], [-1.865, 3.168, -3.915], [-0.161, 2.818, -2.135], [0.700, -0.455, 0.284], [-0.661, 1.632, 0.032], [-1.479, 2.317, 1.913], [-0.241, -4.161, 0.080], [4.326, -5.925, 2.462], [0.479, -4.204, 0.883], [-2.139, 0.783, 1.336], [1.647, 0.096, 0.335], [3.559, -6.764, 1.104], [-2.125, 5.365, -5.095], [2.279, -4.258, 2.989], [-1.645, 5.856, -4.263], [0.180, 4.608, -4.452], [0.216, -0.623, 1.635], [0.136, 0.427, -1.601], [1.493, -5.945, 0.170], [-2.965, 3.599, -2.580], [-2.854, 2.471, -0.552], [0.243, 2.250, 0.111], [-1.420, -1.833, 3.113], [-1.197, -0.322, -0.701], [-1.885, 6.904, -4.180], [1.236, -2.509, 3.694], [0.424, -3.248, 1.877], [-1.643, -2.161, 0.678], [-0.802, -1.948, 1.825], [3.046, -7.096, 2.758], [3.386, -6.314, 2.078], [-1.533, 5.600, -2.065], [2.979, -4.283, 3.811], [0.898, -1.453, -0.112], [-1.445, 5.068, -3.004], [-1.155, 2.872, -1.976], [-0.641, 0.325, 3.231]], "lowdin_charge": [-0.128, -0.129, -0.270, -0.152, -0.468, 0.130, -0.191, -0.125, -0.049, -0.030, 0.094, 0.129, 0.141, -0.190, -0.238, 0.127, 0.114, 0.080, -0.052, 0.127, 0.132, 0.076, 0.099, -0.029, -0.121, 0.097, -0.236, 0.117, 0.114, 0.126, 0.080, 0.150, -0.276, 0.116, 0.096, 0.117, -0.282, -0.282, 0.684, 0.088, -0.048, 0.139, 0.115, 0.117, -0.286, 0.068, 0.112]}

---

(5)
{"formula": "C2H7NO3S2", "method": "the ωB97M-V functional and the def2-TZVPD basis", "smiles": "CN[C@H](S)S(=O)(=O)O", "e_lumo_ev": 0.50, "e_homo_ev": -9.6, "gap_ev": 10.07, "symbols": ["N", "H", "O", "H", "H", "C", "H", "H", "O", "H", "S", "C", "H", "S", "O"], "coordinates": [[1.319, -0.297, -0.055], [-0.428, -1.316, 0.702], [-0.659, 1.588, 0.873], [0.942, -0.869, 1.979], [1.323, 0.921, 1.480], [1.610, -0.117, 1.380], [1.432, 0.701, -0.364], [2.783, -0.357, 1.479], [-0.733, 1.580, -1.622], [-1.648, -2.154, -0.993], [-0.673, -1.700, -1.744], [-0.222, -0.718, -0.249], [-1.352, 1.425, -2.226], [-1.160, 0.845, -0.245], [-2.533, 0.468, -0.396]], "lowdin_charge": [-0.155, 0.103, -0.273, 0.105, 0.042, -0.158, 0.092, 0.122, -0.103, -0.141, 0.762, -0.676, 0.002, 0.578, -0.300]}

---

(6)
{"formula": "C36H53CsF6N7O5S3SbSi3", "method": "the ωB97M-V functional and the def2-TZVPD basis", "e_lumo_ev": -0.23, "e_homo_ev": -7.7, "gap_ev": 7.46, "symbols": ["C", "F", "C", "C", "O", "C", "H", "H", "H", "H", "C", "N", "N", "H", "C", "H", "C", "H", "H", "N", "S", "H", "H", "H", "H", "C", "H", "H", "C", "C", "C", "Sb", "H", "C", "S", "H", "H", "F", "H", "C", "C", "H", "Si", "C", "H", "H", "C", "C", "C", "C", "N", "C", "H", "H", "H", "H", "H", "C", "H", "H", "Cs", "H", "C", "O", "H", "C", "H", "H", "C", "H", "F", "C", "C", "N", "C", "C", "C", "H", "O", "H", "H", "C", "H", "H", "H", "O", "H", "S", "C", "H", "F", "H", "H", "N", "H", "H", "H", "C", "C", "Si", "O", "C", "H", "C", "C", "H", "N", "H", "F", "H", "F", "Si", "H", "H", "H"], "coordinates": [[4.607, -2.132, 2.063], [-0.014, 3.034, 6.671], [3.036, -1.740, -2.961], [6.947, -4.097, 0.281], [-0.443, 4.701, 2.997], [4.762, -3.777, 0.270], [-4.644, 4.751, -1.094], [-6.049, 4.947, -0.048], [5.899, -1.555, -3.502], [5.768, 0.152, -3.044], [-3.597, 2.883, -3.612], [4.172, -1.050, -2.373], [6.730, -3.225, 1.237], [6.248, -1.362, 3.216], [8.257, -4.632, -0.098], [-0.839, 3.844, -0.853], [3.217, -2.077, 1.868], [6.643, -0.611, 0.380], [-7.247, 0.293, -2.753], [5.785, -4.458, -0.350], [2.407, 0.353, -0.931], [-4.177, 4.814, 2.346], [4.750, 0.125, 4.582], [-5.704, 1.523, 2.410], [-1.024, 4.558, -2.466], [3.944, -0.183, -1.326], [-3.220, 3.361, 2.677], [-4.034, 1.979, -4.041], [-5.866, -1.314, -0.302], [10.580, -4.995, 0.460], [-1.552, 4.053, -1.652], [-3.295, 1.171, -0.318], [11.389, -4.880, 1.167], [9.714, -5.765, -1.653], [-0.663, 1.674, 4.522], [-6.045, 3.693, -1.295], [-4.410, 3.493, -3.214], [-1.665, 3.877, 5.552], [0.796, -5.086, -1.752], [13.070, -6.034, -0.298], [1.339, -4.484, -1.037], [13.905, -6.505, -0.808], [-2.323, 2.476, -2.293], [0.656, -3.576, -0.219], [-2.301, 4.744, -1.260], [-6.775, 1.676, 1.011], [10.778, -5.634, -0.761], [-6.536, 0.936, -2.227], [3.353, -3.776, 0.039], [5.372, -3.017, 1.233], [1.244, -2.820, 0.685], [8.472, -5.267, -1.322], [4.476, 0.924, 1.277], [-6.679, 2.981, 2.198], [6.183, -1.476, -1.083], [-6.647, -1.917, -0.775], [7.670, -5.361, -2.046], [2.038, 4.026, 2.486], [2.306, 0.087, 4.128], [-7.077, 1.445, -1.427], [-0.112, -0.011, 1.533], [-5.055, -1.710, -3.437], [6.302, -0.487, -0.647], [11.960, -6.153, -1.171], [-0.190, 1.181, -2.361], [4.916, 1.286, 0.345], [3.265, -5.263, -1.526], [2.352, -2.063, -2.183], [2.981, -0.535, 3.547], [4.730, -0.496, -4.311], [2.147, 4.918, 1.500], [-6.096, 2.222, 1.669], [5.178, -1.325, 3.058], [0.478, 2.440, 3.762], [5.207, -0.724, -3.354], [-1.101, 2.744, 5.957], [2.700, -4.577, -0.906], [-3.120, 3.442, -4.423], [-1.886, 1.542, 3.772], [2.487, -1.096, -3.656], [12.886, -6.549, 0.648], [4.358, -0.517, 3.804], [3.409, -2.611, -3.504], [-1.425, 0.426, -3.374], [-5.105, -1.990, 0.092], [-0.021, 2.911, 1.349], [-0.420, -3.472, -0.311], [0.273, 3.521, 2.625], [-4.330, -1.068, -2.931], [13.309, -4.986, -0.103], [2.474, 4.577, 3.615], [7.071, 0.059, -1.201], [-2.747, 4.441, 1.374], [5.029, 0.218, -0.637], [-3.530, -1.702, -2.541], [-0.566, 1.864, -3.942], [4.287, 2.087, -0.034], [9.325, -4.502, 0.781], [-5.426, 4.207, -0.560], [-5.136, -0.102, -1.535], [-0.093, 0.496, 5.113], [-1.003, 1.385, -3.060], [9.890, -6.254, -2.601], [-3.607, 4.002, 1.883], [2.577, -2.909, 0.836], [-6.313, -0.791, 0.546], [2.430, -1.287, 2.615], [5.916, 1.670, 0.547], [2.816, 2.977, 2.194], [5.698, -5.168, -1.054], [-1.964, 2.089, 6.737], [-4.699, 3.040, 0.719], [-6.178, 1.692, -2.927], [9.161, -4.007, 1.728], [-3.891, -0.403, -3.679]], "lowdin_charge": [-0.088, 0.142, -0.107, -0.273, -0.255, -0.137, 0.013, 0.034, 0.089, 0.083, -0.220, -0.214, 0.191, 0.119, -0.161, 0.013, -0.162, 0.083, 0.033, 0.187, 0.658, 0.042, 0.112, 0.033, 0.036, -0.769, 0.012, 0.011, -0.237, -0.006, -0.211, 0.821, 0.104, 0.003, 0.493, 0.010, 0.012, 0.146, 0.108, -0.077, -0.053, 0.093, 0.272, -0.134, 0.018, 0.007, -0.281, -0.220, -0.083, -0.196, 0.075, -0.029, 0.070, 0.032, 0.078, 0.031, 0.107, -0.675, 0.096, 0.016, 0.857, 0.030, -0.049, -0.076, -0.010, -0.079, 0.115, 0.041, -0.124, 0.092, 0.141, -0.227, -0.004, -0.322, -0.056, -0.676, -0.018, 0.033, -0.347, 0.089, 0.096, -0.036, 0.092, 0.018, 0.025, -0.444, 0.111, 0.556, -0.234, 0.096, 0.147, 0.095, 0.021, -0.187, 0.024, 0.034, 0.064, -0.012, -0.218, 0.249, -0.297, -0.228, 0.122, -0.216, -0.157, 0.016, 0.040, 0.095, 0.121, 0.148, 0.140, 0.276, 0.010, 0.116, 0.009]}